ORCA calculation (ωB97M-V/def2-TZVPD) on C25H20AuN2STe as an isolated structure.

F_max in eV Å⁻¹: 0.3
DFT total energy in a.u.: -1875.84182
2S+1: 1
Energy relative to the best compared isomer or geometry (same formula, charge and spin) in kcal per mole: 0.0
Lowest unoccupied orbital energy in Ha: -0.1606
Charge: +1

Geometry (Å):
1 Au 1.175 0.711 -0.513
2 N 1.560 0.044 -2.498
3 C 0.331 -0.581 -2.967
4 C 0.363 -1.904 -3.372
5 C -0.812 -2.516 -3.783
6 C -1.999 -1.800 -3.785
7 C -2.015 -0.475 -3.376
8 C -0.851 0.160 -2.954
9 C -0.860 1.580 -2.518
10 C -1.625 2.515 -3.217
11 C -1.636 3.851 -2.850
12 C -0.871 4.283 -1.777
13 C -0.102 3.369 -1.069
14 C -0.101 2.031 -1.437
15 H 2.324 -0.639 -2.493
16 H 1.839 0.820 -3.097
17 H 1.299 -2.450 -3.361
18 H -0.794 -3.550 -4.099
19 H -2.918 -2.275 -4.102
20 H -2.948 0.075 -3.365
21 H -2.197 2.190 -4.077
22 H -2.235 4.557 -3.410
23 H -0.871 5.326 -1.488
24 H 0.490 3.714 -0.229
25 S 2.756 -0.753 0.595
26 C 3.210 -1.660 -0.745
27 N 3.472 -2.277 -1.690
28 Te -0.246 1.137 1.610
29 C 1.031 0.986 3.267
30 C 0.420 0.662 4.474
31 C 1.193 0.586 5.622
32 C 2.556 0.850 5.561
33 C 3.150 1.195 4.356
34 C 2.388 1.267 3.197
35 C -0.963 -0.839 1.549
36 C -2.087 -1.066 0.763
37 C -2.569 -2.361 0.640
38 C -1.934 -3.402 1.305
39 C -0.816 -3.157 2.090
40 C -0.315 -1.869 2.214
41 H -0.643 0.458 4.528
42 H 0.730 0.325 6.564
43 H 3.155 0.792 6.459
44 H 4.209 1.410 4.312
45 H 2.857 1.550 2.264
46 H -2.586 -0.252 0.248
47 H -3.442 -2.553 0.031
48 H -2.314 -4.410 1.211
49 H -0.324 -3.972 2.604
50 H 0.568 -1.681 2.810

---

ORCA calculation (ωB97M-V/def2-TZVPD) on C44H60N4O7P3Rb as an isolated structure.

F_max in eV Å⁻¹: 0.5
DFT total energy in a.u.: -3506.74248
2S+1: 1
Energy relative to the best compared isomer or geometry (same formula, charge and spin) in kcal per mole: 0.0
Lowest unoccupied orbital energy in Ha: 0.0018
Charge: 0

Geometry (Å):
1 Rb -0.760 -0.221 0.222
2 N 1.935 -0.007 -0.983
3 C 2.459 0.322 -2.236
4 C 3.685 0.978 -2.326
5 C 4.181 1.373 -3.559
6 C 3.465 1.101 -4.712
7 C 2.253 0.431 -4.620
8 C 1.719 0.039 -3.397
9 P 0.116 -0.873 -3.246
10 C -1.165 0.333 -3.482
11 C -1.004 1.661 -4.196
12 C -2.235 1.930 -5.038
13 C -3.423 1.317 -4.825
14 C -3.595 0.291 -3.849
15 C -2.436 -0.205 -3.272
16 C 0.245 -1.781 -4.847
17 C 1.132 -2.851 -4.958
18 C 1.230 -3.571 -6.136
19 C 0.424 -3.238 -7.221
20 C -0.475 -2.190 -7.111
21 C -0.570 -1.466 -5.929
22 H 2.611 -0.046 -0.235
23 H 1.355 -0.845 -1.021
24 H 4.252 1.174 -1.423
25 H 5.134 1.884 -3.615
26 H 3.847 1.398 -5.680
27 H 1.713 0.201 -5.530
28 H -0.144 1.614 -4.877
29 H -2.124 2.617 -5.873
30 H -4.265 1.581 -5.459
31 H -4.555 -0.183 -3.699
32 H -2.491 -1.126 -2.690
33 H 1.758 -3.119 -4.110
34 H 1.930 -4.395 -6.212
35 H 0.492 -3.802 -8.143
36 H -1.112 -1.932 -7.949
37 H -1.284 -0.652 -5.842
38 N -3.380 2.908 -2.151
39 C -2.422 2.274 -1.425
40 O -2.720 1.530 -0.498
41 C -0.985 2.631 -1.760
42 C -0.663 2.856 -3.237
43 H -4.297 2.503 -2.039
44 H -3.153 3.139 -3.109
45 H -0.333 1.853 -1.364
46 H -0.760 3.551 -1.208
47 H 0.407 3.080 -3.302
48 H -1.181 3.751 -3.601
49 C 2.615 -4.535 -0.715
50 C 1.823 -5.557 -1.210
51 C 0.448 -5.409 -1.178
52 C -0.097 -4.233 -0.657
53 N 0.670 -3.229 -0.221
54 C 1.984 -3.397 -0.236
55 C -1.571 -4.039 -0.615
56 C -2.451 -5.123 -0.671
57 C -3.812 -4.880 -0.692
58 C -4.262 -3.569 -0.660
59 C -3.317 -2.559 -0.578
60 N -2.007 -2.783 -0.544
61 H 3.693 -4.607 -0.713
62 H 2.267 -6.454 -1.623
63 H -0.187 -6.181 -1.586
64 H 2.573 -2.572 0.150
65 H -2.082 -6.138 -0.686
66 H -4.512 -5.704 -0.738
67 H -5.316 -3.333 -0.696
68 H -3.620 -1.514 -0.565
69 C -2.838 -0.390 5.491
70 C -2.551 -0.241 4.009
71 C -2.651 -1.549 3.254
72 O -1.254 0.402 3.840
73 P 0.164 -0.266 3.743
74 O 0.498 -1.067 2.557
75 C 1.214 1.187 3.958
76 P 0.818 2.467 2.741
77 O 0.172 1.982 1.521
78 O -0.104 3.527 3.478
79 C 0.336 4.698 4.203
80 C 1.041 4.314 5.489
81 C -0.904 5.532 4.445
82 O 2.236 3.160 2.526
83 C 2.396 4.075 1.395
84 C 3.426 5.100 1.817
85 C 2.809 3.295 0.167
86 O 0.290 -1.088 5.107
87 C 1.209 -2.208 5.225
88 C 1.607 -2.278 6.685
89 C 0.538 -3.475 4.736
90 H -3.869 -0.718 5.629
91 H -2.709 0.564 6.000
92 H -2.172 -1.122 5.947
93 H -3.233 0.491 3.574
94 H -1.898 -2.260 3.592
95 H -2.547 -1.413 2.178
96 H -3.636 -1.981 3.438
97 H 2.249 0.878 3.798
98 H 1.093 1.569 4.969
99 H 1.028 5.244 3.557
100 H 0.387 3.704 6.114
101 H 1.301 5.215 6.046
102 H 1.963 3.767 5.289
103 H -1.605 4.988 5.079
104 H -1.398 5.761 3.502
105 H -0.636 6.465 4.940
106 H 1.428 4.556 1.218
107 H 4.378 4.608 2.022
108 H 3.114 5.633 2.715
109 H 3.576 5.825 1.017
110 H 3.761 2.794 0.353
111 H 2.939 3.972 -0.678
112 H 2.057 2.553 -0.097
113 H 2.083 -1.995 4.604
114 H 0.729 -2.458 7.306
115 H 2.072 -1.346 7.006
116 H 2.314 -3.092 6.841
117 H -0.368 -3.665 5.314
118 H 1.213 -4.322 4.868
119 H 0.281 -3.392 3.681

---

ORCA calculation (ωB97M-V/def2-TZVPD) on a single C23H23N3O molecule in a non-equilibrium geometry.

F_max in eV Å⁻¹: 6.3
DFT total energy in a.u.: -1129.66818
2S+1: 1
Energy relative to the best compared isomer or geometry (same formula, charge and spin) in kcal per mole: 79.5
Lowest unoccupied orbital energy in Ha: -0.0049
Charge: 0
SMILES: Cc1c2c(-c3ccccc3)nc(=O)n(C(C)C)c2c(-c2ccccc2)n1C

Geometry (Å):
1 O 0.947 2.714 -0.292
2 N -0.338 1.365 -1.451
3 C 0.484 1.620 -0.429
4 C -0.797 0.074 -1.639
5 C -0.611 -0.898 -0.599
6 C 0.402 -1.554 1.400
7 C 0.348 -0.644 0.417
8 C -1.077 -2.139 -0.174
9 C -3.048 -0.556 -5.096
10 C 2.965 -1.574 4.895
11 C -1.856 -1.266 -4.985
12 C -3.557 0.284 -4.109
13 C 3.170 -2.461 3.914
14 C 2.030 -0.641 4.746
15 C -1.146 -1.123 -3.779
16 C -2.749 0.541 -2.991
17 C 2.322 -2.535 2.866
18 C 1.208 -0.592 3.584
19 C -1.568 -0.233 -2.757
20 C 1.229 -1.609 2.614
21 N -0.589 -2.493 1.109
22 N 1.087 0.580 0.303
23 C -2.066 -3.013 -0.875
24 C -0.797 -3.817 1.809
25 C 2.897 1.731 1.636
26 C 3.314 0.502 -0.658
27 C 2.518 0.570 0.663
28 H -3.688 -0.596 -6.030
29 H 3.573 -1.464 5.723
30 H -1.579 -1.987 -5.749
31 H -4.544 0.836 -4.273
32 H 3.983 -3.281 4.003
33 H 1.729 0.082 5.500
34 H -0.307 -1.848 -3.583
35 H -3.019 1.251 -2.224
36 H 2.583 -3.208 2.135
37 H 0.465 0.247 3.517
38 H -2.804 -3.390 -0.144
39 H -2.556 -2.441 -1.670
40 H -1.605 -3.881 -1.377
41 H -1.781 -4.115 1.634
42 H -0.136 -4.573 1.333
43 H -0.683 -3.801 2.837
44 H 3.852 1.501 2.098
45 H 2.078 1.811 2.399
46 H 2.873 2.632 0.972
47 H 2.712 0.887 -1.499
48 H 3.534 -0.547 -0.937
49 H 4.296 0.963 -0.385
50 H 2.828 -0.284 1.202

---

ORCA calculation (ωB97M-V/def2-TZVPD) on a single C11H17NSi molecule in a non-equilibrium geometry.

F_max in eV Å⁻¹: 5.0
DFT total energy in a.u.: -773.49244
2S+1: 1
Energy relative to the best compared isomer or geometry (same formula, charge and spin) in kcal per mole: 32.7
Lowest unoccupied orbital energy in Ha: 0.0078
Charge: 0
SMILES: C=CC[C@H]1C=CC=C/C1=N\[SiH](C)C

Geometry (Å):
1 C -3.057 1.720 0.915
2 C -2.980 1.016 -0.249
3 C -1.838 1.706 1.748
4 C -1.850 0.261 -0.649
5 C -0.707 1.046 1.467
6 C -0.554 0.540 0.102
7 C -2.065 -1.351 -0.461
8 C -0.931 -2.079 -1.164
9 C 3.065 1.411 -1.273
10 C 2.885 -1.195 0.840
11 C 0.210 -2.362 -0.618
12 N 0.560 0.249 -0.445
13 Si 2.222 0.517 0.174
14 H -3.947 2.183 1.353
15 H -3.874 1.063 -0.803
16 H -1.731 2.277 2.727
17 H -1.658 0.414 -1.667
18 H 0.138 1.226 2.047
19 H -3.139 -1.443 -0.866
20 H -1.995 -1.470 0.609
21 H -1.197 -2.439 -2.261
22 H 3.735 2.164 -0.898
23 H 3.620 0.840 -1.912
24 H 2.208 1.781 -1.929
25 H 2.937 -1.859 -0.116
26 H 3.764 -1.074 1.495
27 H 2.140 -1.646 1.463
28 H 1.088 -2.853 -1.247
29 H 0.505 -2.138 0.333
30 H 2.443 1.492 1.286

---

- What is the energy relative to the best compared isomer or geometry (same formula, charge and spin) in the fourth record?
  32.7 kcal per mole

---

- Which value of charge does entry 2 give?
  0